# 1
Formula: C18H20ClN3OS
Source: the OMol25 dataset
Level of theory: the ωB97M-V functional and the def2-TZVPD basis

Element x y z (Å)
O  -1.83642  -1.38205  -3.12143
C  -1.33195  -1.85105  -2.06609
N  -0.88277  -0.93679  -1.02810
C  -0.64150  0.46084  -1.25772
C  -0.94283  1.33121  -0.01176
C  -2.30766  0.86716  0.59045
C  -2.59734  1.88020  1.73166
N  -1.48229  2.78621  1.95151
C  -0.28575  2.04593  2.34286
C  0.12137  1.16417  1.14926
C  -1.40284  3.77036  0.86879
C  -1.06789  2.86966  -0.42204
C  -1.05233  -3.27475  -1.98515
C  -1.92973  -4.11664  -2.77051
C  -1.50343  -5.42730  -3.14954
C  -0.33900  -5.99181  -2.69792
C  0.35725  -5.30282  -1.70546
C  -0.05377  -4.00142  -1.32170
C  0.79220  -3.40142  -0.28977
N  1.90542  -2.71591  -0.52916
C  2.35743  -2.04624  0.63211
Cl  3.80371  -0.96877  0.60279
C  1.62944  -2.20377  1.82186
S  0.19695  -3.17129  1.35634
H  -0.32691  -1.35598  -0.24806
H  -1.27481  0.86265  -2.06600
H  0.36456  0.65739  -1.58830
H  -3.04046  0.91065  -0.29426
H  -2.43017  -0.14785  1.05448
H  -2.83006  1.22677  2.58282
H  -3.47754  2.46388  1.61384
H  0.49674  2.68175  2.57620
H  -0.40478  1.49131  3.29038
H  1.12213  1.45817  0.85447
H  0.20884  0.13607  1.44135
H  -2.39955  4.26485  0.73629
H  -0.67387  4.53663  0.96267
H  -1.84649  2.93641  -1.24585
H  -0.12889  3.24556  -0.75192
H  -2.61433  -3.71833  -3.50411
H  -1.95743  -5.97658  -3.95161
H  -0.06313  -6.97222  -3.06512
H  1.11797  -5.75333  -1.13500
H  1.80025  -1.98880  2.87308

Values from the calculation:
2S+1: 1
Charge: 0
Kohn-Sham gap: 7.848 eV
LUMO energy: -0.06 eV

=====

# 2
Formula: CH4S
Source: the OMol25 dataset
Level of theory: the ωB97M-V functional and the def2-TZVPD basis

Element x y z (Å)
C  0.16838  0.03342  0.44135
S  0.35000  0.16067  -1.33986
H  0.72648  -0.81265  0.85207
H  0.49081  0.94540  0.94721
H  -0.84264  -0.11146  0.76985
H  -0.89303  -0.21538  -1.67063

Values from the calculation:
2S+1: 1
Charge: 0
Kohn-Sham gap: 10.170 eV
LUMO energy: 1.08 eV

=====

# 3
Formula: C8H16N2O
Source: the OMol25 dataset
Level of theory: the ωB97M-V functional and the def2-TZVPD basis

Element x y z (Å)
C  1.98277  -2.81006  1.62371
C  2.84168  1.35979  0.17161
C  1.88317  2.03983  -0.79896
C  1.34640  1.03375  0.24406
C  -1.36999  0.10183  1.52366
C  -1.56247  0.66072  -0.84023
C  -2.06944  -1.71059  -0.12180
C  -1.20784  -0.44437  0.11403
N  1.15608  -0.35989  -0.08358
N  0.08835  -1.03906  -0.15644
O  2.70572  -2.02436  1.01872
H  0.83902  -2.52250  1.71076
H  3.23157  0.48609  -0.29402
H  3.19350  2.02049  0.97747
H  1.59229  2.98928  -0.55510
H  1.86811  1.92710  -1.85878
H  0.84720  1.30434  1.16337
H  -2.16916  -0.40872  1.93078
H  -0.56513  -0.32784  2.15380
H  -1.37647  1.12274  1.72554
H  -1.41359  0.34627  -1.89937
H  -0.97485  1.47983  -0.57318
H  -2.62815  1.00233  -0.90055
H  -1.27501  -2.49843  -0.42045
H  -2.49520  -2.04831  0.81022
H  -2.85072  -1.46404  -0.83718
H  1.97633  -0.98376  0.41874

Values from the calculation:
2S+1: 1
Charge: 0
Kohn-Sham gap (spin up / spin down): 5.787 / 9.019 eV
LUMO energy (spin up / spin down): -0.85 / 0.70 eV

=====

# 4
Formula: C29H14Br2F5N8O8S2W
Source: the OMol25 dataset
Level of theory: the ωB97M-V functional and the def2-TZVPD basis

Element x y z (Å)
W  -0.26316  -0.04833  0.00713
Br  4.78536  -0.34706  4.59631
C  3.47819  -0.17932  3.27280
C  3.63029  -0.79922  2.04702
C  2.62968  -0.65978  1.10508
N  1.51905  0.05107  1.33296
C  1.39274  0.67644  2.51653
C  2.34594  0.58498  3.51085
C  0.20027  1.53646  2.62061
C  -0.06982  2.33118  3.71889
C  -1.14876  3.19736  3.66135
Br  -1.55120  4.28852  5.12099
C  -1.90963  3.25839  2.50440
C  -1.59243  2.41141  1.46652
N  -0.57065  1.54132  1.51681
H  4.50658  -1.38670  1.81555
H  2.70990  -1.12619  0.13940
H  2.22666  1.09664  4.45302
H  0.55068  2.29455  4.60058
H  -2.74076  3.94163  2.41044
H  -2.17645  2.41798  0.56081
N  1.13762  2.70924  -1.91285
C  -0.13835  2.38034  -2.18593
N  -0.84850  1.50182  -1.49467
C  -2.15059  1.40623  -1.98508
C  -2.41879  2.19438  -3.04160
S  -1.02138  3.11098  -3.47228
C  -3.05057  0.54559  -1.22414
C  -4.32860  0.21963  -1.48361
S  -4.99016  -0.68501  -0.16918
C  -3.49045  -0.55624  0.67148
N  -2.55438  0.08544  -0.00470
N  -3.31260  -1.02634  1.91239
H  1.67620  1.97109  -1.47139
H  1.64771  3.19401  -2.63456
H  -3.34906  2.31401  -3.57079
H  -4.92332  0.46939  -2.34615
H  -3.98603  -1.67590  2.28322
H  -2.34876  -1.20870  2.16945
O  2.42837  0.21745  -3.11002
C  1.55608  -0.32659  -2.47655
O  1.36811  -0.00436  -1.19880
C  0.67345  -1.35483  -3.10358
C  1.03028  -1.83700  -4.35167
C  0.22215  -2.76861  -4.97265
C  -0.94370  -3.22990  -4.39669
C  -1.29171  -2.75511  -3.14940
C  -0.49047  -1.81757  -2.46676
O  -0.84330  -1.36310  -1.28968
N  -2.56396  -3.25054  -2.57508
O  -3.38445  -3.67517  -3.35436
O  -2.73591  -3.16604  -1.37860
N  0.59928  -3.27458  -6.30532
O  -0.15724  -4.06206  -6.83401
O  1.63777  -2.86253  -6.77843
H  1.92824  -1.47772  -4.83342
H  -1.57663  -3.93570  -4.91338
F  -0.52050  -7.02124  1.01007
C  -0.50574  -5.69789  1.11002
C  -1.27906  -5.04992  2.05537
F  -2.04180  -5.74907  2.88897
C  -1.25792  -3.67071  2.14260
F  -1.98858  -3.09740  3.11740
C  -0.49911  -2.86452  1.29322
O  -0.54894  -1.52649  1.42088
C  0.31784  -3.55818  0.40045
F  1.18463  -2.89756  -0.38394
C  0.30337  -4.93607  0.28838
F  1.08757  -5.52518  -0.61048

Values from the calculation:
2S+1: 3
Charge: +1
Kohn-Sham gap (spin up / spin down): 6.711 / 6.854 eV
LUMO energy (spin up / spin down): -3.98 / -4.39 eV

=====

Result set for electronic energy: -48864.0539 -11936.8201 -13575.8737 -235762.2480 eV, one per record in the order listed.
Result set for max |F|: 5.13 1.02 3.47 0.98 eV Å⁻¹, one per record in the order listed.
Result set for relative energy (zero: lowest compared OMol25 entry of this formula, charge and spin): 67.0 1.6 176.8 6.6 kcal/mol, one per record in the order listed.